{"formula": "C43H48N6O2", "method": "the ωB97M-V functional and the def2-TZVPD basis", "elements": ["C", "C", "C", "C", "N", "C", "C", "C", "C", "C", "C", "C", "C", "C", "C", "C", "O", "C", "C", "C", "O", "H", "H", "H", "H", "H", "H", "H", "H", "H", "H", "H", "H", "H", "H", "H", "H", "H", "H", "H", "H", "H", "H", "H", "N", "C", "C", "C", "C", "C", "H", "H", "H", "H", "H", "N", "C", "C", "C", "C", "C", "H", "H", "H", "H", "H", "N", "C", "C", "C", "C", "C", "H", "H", "H", "H", "H", "N", "C", "C", "C", "C", "C", "H", "H", "H", "H", "H", "N", "C", "C", "C", "C", "C", "H", "H", "H", "H", "H"], "xyz": [[-1.223, 1.479, 3.033], [-1.064, 2.788, 2.244], [-1.679, 2.755, 0.849], [-1.081, 1.749, -0.129], [0.370, 1.842, -0.188], [1.021, 0.867, -0.996], [1.060, -0.489, -0.652], [0.471, -1.017, 0.629], [-0.649, -2.077, 0.397], [-1.904, -1.881, 1.258], [-3.087, -1.223, 0.514], [1.699, -1.391, -1.506], [2.289, -0.986, -2.685], [2.240, 0.356, -3.035], [1.630, 1.285, -2.189], [1.679, 2.720, -2.629], [1.803, 3.663, -1.885], [1.660, 2.919, -4.109], [2.220, 2.017, -4.917], [2.852, 0.816, -4.314], [3.802, 0.258, -4.818], [-0.314, 0.874, 2.977], [-2.058, 0.879, 2.669], [-1.355, 1.706, 4.090], [-1.520, 3.601, 2.807], [-0.005, 3.047, 2.176], [-2.742, 2.518, 0.952], [-1.614, 3.752, 0.407], [-1.459, 2.000, -1.125], [-1.451, 0.740, 0.086], [0.786, 1.878, 0.733], [1.265, -1.520, 1.179], [0.082, -0.208, 1.240], [-0.935, -2.056, -0.656], [-0.227, -3.062, 0.591], [-1.675, -1.308, 2.158], [-2.249, -2.853, 1.608], [-2.777, -0.831, -0.456], [-3.862, -1.962, 0.313], [-3.535, -0.417, 1.094], [1.735, -2.438, -1.225], [2.788, -1.700, -3.326], [1.231, 3.831, -4.502], [2.252, 2.169, -5.989], [-0.752, -4.531, -3.628], [-0.669, -5.278, -4.727], [-0.190, -4.812, -5.943], [0.226, -3.493, -6.028], [0.143, -2.700, -4.894], [-0.351, -3.265, -3.727], [-1.002, -6.305, -4.626], [-0.144, -5.471, -6.799], [0.610, -3.092, -6.958], [0.453, -1.664, -4.905], [-0.424, -2.668, -2.826], [0.929, -2.815, 3.424], [1.719, -3.826, 3.780], [1.860, -4.264, 5.089], [1.147, -3.613, 6.082], [0.325, -2.555, 5.727], [0.252, -2.198, 4.389], [2.262, -4.309, 2.975], [2.514, -5.093, 5.320], [1.232, -3.923, 7.116], [-0.245, -2.012, 6.469], [-0.376, -1.371, 4.070], [-4.221, -2.236, 3.563], [-5.552, -2.232, 3.569], [-6.315, -2.418, 4.712], [-5.659, -2.620, 5.916], [-4.274, -2.629, 5.925], [-3.606, -2.432, 4.726], [-6.028, -2.072, 2.607], [-7.395, -2.403, 4.657], [-6.218, -2.769, 6.831], [-3.720, -2.787, 6.840], [-2.521, -2.438, 4.691], [2.976, 2.283, -8.255], [3.023, 1.479, -9.315], [3.565, 1.851, -10.535], [4.087, 3.128, -10.663], [4.048, 3.976, -9.568], [3.484, 3.506, -8.392], [2.607, 0.488, -9.175], [3.578, 1.154, -11.362], [4.520, 3.456, -11.600], [4.445, 4.980, -9.620], [3.441, 4.138, -7.511], [-0.003, 3.918, 5.224], [1.309, 4.080, 5.072], [2.125, 4.676, 6.022], [1.546, 5.131, 7.195], [0.181, 4.971, 7.368], [-0.545, 4.360, 6.357], [1.726, 3.714, 4.139], [3.186, 4.780, 5.842], [2.148, 5.603, 7.961], [-0.315, 5.313, 8.267], [-1.616, 4.217, 6.456]], "forces_ev_per_angstrom": [[0.3, 0.2, 0.1], [-0.1, -0.2, 0.0], [0.0, 0.1, 0.0], [-0.1, 0.1, -0.2], [0.1, 0.0, 0.2], [0.1, 0.2, -0.2], [0.1, -0.1, 0.0], [-0.3, -0.4, -0.3], [0.2, 0.3, 0.1], [-0.3, -0.2, -0.2], [0.1, -0.2, 0.0], [0.0, 0.0, 0.1], [0.0, 0.1, 0.1], [0.1, 0.0, 0.1], [-0.2, -0.1, 0.0], [0.0, 0.0, 0.0], [-0.1, 0.1, 0.0], [0.0, -0.3, -0.2], [-0.3, 0.4, 0.2], [0.1, 0.0, 0.0], [-0.2, -0.1, -0.1], [-0.1, -0.1, -0.1], [-0.1, 0.0, 0.1], [-0.1, -0.1, 0.0], [0.0, 0.0, 0.0], [0.0, 0.1, 0.0], [-0.1, 0.0, -0.1], [0.0, 0.0, 0.0], [0.0, -0.1, 0.0], [0.1, 0.0, 0.1], [-0.1, 0.0, 0.0], [0.0, 0.2, 0.2], [0.1, 0.0, 0.0], [-0.1, -0.1, 0.0], [0.0, 0.0, 0.0], [0.1, 0.0, 0.0], [0.1, 0.0, 0.1], [0.0, 0.1, 0.0], [-0.1, 0.0, 0.0], [-0.1, 0.0, 0.0], [0.0, 0.0, 0.0], [0.0, 0.1, -0.1], [0.1, 0.1, 0.2], [0.3, -0.2, -0.1], [0.0, 0.1, 0.0], [0.0, 0.0, 0.0], [0.0, 0.0, 0.0], [0.0, 0.0, 0.1], [0.0, 0.0, 0.0], [0.0, 0.0, 0.0], [0.0, 0.0, 0.0], [0.0, 0.0, 0.0], [0.0, 0.0, 0.0], [0.0, 0.0, 0.0], [0.0, 0.0, 0.0], [0.0, 0.0, 0.0], [0.0, 0.0, 0.0], [0.0, 0.0, 0.0], [0.0, 0.0, 0.0], [0.0, 0.0, 0.0], [0.0, 0.1, -0.1], [0.0, 0.0, 0.0], [0.0, 0.0, 0.0], [0.0, 0.0, 0.0], [0.0, 0.0, 0.0], [0.0, 0.0, 0.0], [-0.1, 0.0, 0.0], [0.0, 0.0, 0.0], [0.0, 0.0, 0.0], [0.0, 0.0, 0.0], [0.0, 0.0, 0.0], [0.0, 0.0, 0.0], [0.0, 0.0, 0.0], [0.0, 0.0, 0.0], [0.0, 0.0, 0.0], [0.0, 0.0, 0.0], [0.0, 0.0, 0.0], [0.0, 0.1, -0.1], [0.0, 0.0, 0.0], [0.0, 0.0, 0.0], [0.0, 0.0, 0.0], [0.0, 0.0, 0.0], [0.0, 0.0, 0.0], [0.0, 0.0, 0.0], [0.0, 0.0, 0.0], [0.0, 0.0, 0.0], [0.0, 0.0, 0.0], [0.0, 0.0, 0.0], [0.0, 0.0, 0.1], [0.0, 0.0, -0.1], [0.0, 0.0, 0.0], [0.0, 0.0, 0.0], [0.0, 0.0, 0.0], [0.0, 0.0, 0.0], [0.0, 0.0, 0.0], [0.0, 0.0, 0.0], [0.0, 0.0, 0.0], [0.0, 0.0, 0.0], [0.0, 0.0, 0.0]], "e_lumo_ev": -0.219, "homo_energy_ev": -8.4, "smiles": "CCCCNc1c(CCCC)ccc2c1C(=O)C=CC2=O.c1ccncc1.c1ccncc1.c1ccncc1.c1ccncc1.c1ccncc1", "total_charge": 0, "spin_multiplicity": 1}